[1]
The following is a quantum chemistry calculation of an isolated ion of composition HN2O3S and charge -1 at a distorted geometry, from the Open Molecules 2025 dataset.

Total charge: -1
ΔE to the lowest compared entry with this formula, charge and spin: 287.71 kJ/mol
Orbital gap: 8.6300 eV

Last columns: bonded neighbours and bond lengths (Å).
Positions of all 7 atoms, in Å:
1 N 0.484 -0.905 -0.128  N2 1.237, H7 1.038
2 N -0.671 -1.280 0.104  N1 1.237, O3 1.358, S6 1.974
3 O -1.040 -2.582 0.212  N2 1.358
4 O -2.735 0.154 -0.873  S6 1.468
5 O -1.079 1.180 0.616  S6 1.481
6 S -2.060 0.085 0.428  N2 1.974, O4 1.468, O5 1.481
7 H 0.458 0.131 -0.078  N1 1.038

Löwdin charges in e: atom 1 (N): 0.0615, atom 2 (N): -0.4652, atom 3 (O): -0.2446, atom 4 (O): -0.5282, atom 5 (O): -0.5624, atom 6 (S): 0.7150, atom 7 (H): 0.0240

[2]
The following is a quantum chemistry calculation of a 4-piece molecular cluster, C63H58ClN2O15PS2 overall at a distorted geometry, from the Open Molecules 2025 dataset.

Total charge: 0
ΔE to the lowest compared entry with this formula, charge and spin: 0.00 kJ/mol
Orbital gap: 8.3525 eV

Last columns: bonded neighbours and bond lengths (Å).
Positions of all 142 atoms, in Å:
1 H -5.962 0.709 -2.652  N2 1.020
2 N -4.956 0.838 -2.540  H1 1.020, C3 1.263
3 C -4.533 0.110 -1.599  N2 1.263, C4 1.513, C5 1.523
4 C -5.418 -0.857 -0.843  C3 1.513, H38 1.089, H39 1.090, H40 1.088
5 C -3.052 -0.001 -1.260  C3 1.523, C6 1.573, H41 1.085, H42 1.086
6 C -2.141 1.056 -0.534  C5 1.573, C7 1.601, C11 1.598, C30 1.618
7 C -1.281 0.127 0.447  C6 1.601, C8 1.548, C9 1.547, H43 1.089
8 C -0.665 0.715 1.740  C7 1.548, H44 1.082, H45 1.093, H46 1.081
9 C -0.142 -0.753 -0.119  C7 1.547, C10 1.535, H47 1.094, H48 1.085
10 C -0.328 -1.799 -1.227  C9 1.535, H49 1.089, H50 1.089, H51 1.084
11 C -2.986 2.101 0.330  C6 1.598, C12 1.486, C14 1.562, C18 1.564
12 C -4.007 2.814 -0.480  C11 1.486, C13 1.201
13 C -4.780 3.509 -1.083  C12 1.201, H52 1.061
14 C -3.763 1.410 1.496  C11 1.562, C15 1.530, H53 1.093, H54 1.085
15 C -5.291 1.362 1.452  C14 1.530, C16 1.519, H55 1.087, H56 1.093
16 C -5.990 2.544 2.101  C15 1.519, Cl17 1.779, H57 1.088, H58 1.087
17 Cl -7.740 2.242 2.199  C16 1.779
18 C -2.149 3.322 0.838  C11 1.564, C19 1.529, O26 1.467, H59 1.081
19 C -2.940 4.382 1.605  C18 1.529, O20 1.416, H60 1.083, H61 1.087
20 O -2.161 4.960 2.637  C19 1.416, C21 1.400
21 C -1.111 5.757 2.168  O20 1.400, O22 1.396, H62 1.099, H63 1.092
22 O -1.612 6.737 1.309  C21 1.396, C23 1.425
23 C -0.696 7.204 0.322  O22 1.425, C24 1.515, H64 1.091, H65 1.092
24 C -1.381 7.302 -1.026  C23 1.515, O25 1.425, H66 1.092, H67 1.093
25 O -1.848 8.637 -1.199  C24 1.425, H68 0.960
26 O -1.616 4.049 -0.319  C18 1.467, S27 1.562
27 S -0.460 3.286 -1.040  O26 1.562, O28 1.425, O29 1.425, C30 1.825
28 O -0.002 4.136 -2.088  S27 1.425
29 O 0.499 2.796 -0.108  S27 1.425
30 C -1.363 1.848 -1.711  C6 1.618, S27 1.825, N31 1.450, P34 1.884
31 N -2.372 2.209 -2.688  C30 1.450, C32 1.205
32 C -2.609 3.271 -3.207  N31 1.205, S33 1.550
33 S -2.910 4.609 -3.929  C32 1.550
34 P -0.105 1.053 -2.866  C30 1.884, O35 1.460, O36 1.580, O37 1.594
35 O 1.210 0.740 -2.314  P34 1.460
36 O -0.841 -0.121 -3.625  P34 1.580, H69 0.969
37 O -0.009 2.147 -4.022  P34 1.594, H70 0.968
38 H -6.440 -0.484 -0.808  C4 1.089
39 H -5.087 -0.934 0.193  C4 1.090
40 H -5.383 -1.846 -1.294  C4 1.088
41 H -2.967 -0.939 -0.722  C5 1.085
42 H -2.588 -0.245 -2.211  C5 1.086
43 H -1.978 -0.590 0.877  C7 1.089
44 H 0.283 1.210 1.576  C8 1.082
45 H -0.450 -0.141 2.383  C8 1.093
46 H -1.343 1.319 2.327  C8 1.081
47 H 0.130 -1.350 0.757  C9 1.094
48 H 0.741 -0.134 -0.236  C9 1.085
49 H -0.130 -2.800 -0.847  C10 1.089
50 H 0.404 -1.644 -2.017  C10 1.089
51 H -1.296 -1.823 -1.714  C10 1.084
52 H -5.568 3.886 -1.685  C13 1.061
53 H -3.492 1.917 2.426  C14 1.093
54 H -3.406 0.399 1.658  C14 1.085
55 H -5.718 1.223 0.462  C15 1.087
56 H -5.601 0.483 2.023  C15 1.093
57 H -5.608 2.759 3.096  C16 1.088
58 H -5.876 3.441 1.496  C16 1.087
59 H -1.312 3.068 1.473  C18 1.081
60 H -3.812 3.973 2.100  C19 1.083
61 H -3.283 5.140 0.905  C19 1.087
62 H -0.356 5.143 1.656  C21 1.099
63 H -0.641 6.196 3.051  C21 1.092
64 H -0.344 8.192 0.619  C23 1.091
65 H 0.158 6.528 0.240  C23 1.092
66 H -0.698 7.008 -1.827  C24 1.092
67 H -2.226 6.609 -1.022  C24 1.093
68 H -2.318 8.691 -2.035  O25 0.960
69 H -1.662 0.183 -4.043  O36 0.969
70 H 0.786 2.679 -3.878  O37 0.968
71 O 3.249 -0.229 4.379  C72 1.213
72 C 4.197 -0.740 3.820  O71 1.213, C73 1.493, C86 1.489
73 C 5.239 -1.476 4.597  C72 1.493, C74 1.389, C78 1.396
74 C 5.099 -1.587 5.974  C73 1.389, C75 1.384, H87 1.081
75 C 6.038 -2.290 6.710  C74 1.384, C76 1.391, H88 1.082
76 C 7.122 -2.885 6.072  C75 1.391, C77 1.384, H89 1.082
77 C 7.273 -2.766 4.702  C76 1.384, C78 1.389, H90 1.081
78 C 6.335 -2.059 3.959  C73 1.396, C77 1.389, C79 1.492
79 C 6.527 -1.930 2.485  C78 1.492, O80 1.214, C81 1.489
80 O 7.510 -2.389 1.942  C79 1.214
81 C 5.474 -1.219 1.708  C79 1.489, C82 1.389, C86 1.397
82 C 5.607 -1.118 0.329  C81 1.389, C83 1.385, H91 1.082
83 C 4.633 -0.474 -0.417  C82 1.385, C84 1.391, H92 1.082
84 C 3.517 0.067 0.212  C83 1.391, C85 1.385, H93 1.083
85 C 3.384 -0.025 1.588  C84 1.385, C86 1.389, H94 1.082
86 C 4.359 -0.664 2.342  C72 1.489, C81 1.397, C85 1.389
87 H 4.251 -1.123 6.457  C74 1.081
88 H 5.926 -2.378 7.782  C75 1.082
89 H 7.850 -3.441 6.648  C76 1.082
90 H 8.113 -3.219 4.195  C77 1.081
91 H 6.475 -1.546 -0.154  C82 1.082
92 H 4.738 -0.394 -1.491  C83 1.082
93 H 2.756 0.565 -0.376  C84 1.083
94 H 2.522 0.395 2.088  C85 1.082
95 O -7.731 -8.329 2.729  C96 1.212
96 C -7.610 -7.208 2.285  O95 1.212, C97 1.492, C110 1.491
97 C -7.516 -6.967 0.815  C96 1.492, C98 1.389, C102 1.396
98 C -7.592 -8.051 -0.051  C97 1.389, C99 1.384, H111 1.081
99 C -7.538 -7.847 -1.419  C98 1.384, C100 1.391, H112 1.082
100 C -7.408 -6.560 -1.929  C99 1.391, C101 1.384, H113 1.082
101 C -7.319 -5.478 -1.070  C100 1.384, C102 1.389, H114 1.081
102 C -7.369 -5.677 0.304  C97 1.396, C101 1.389, C103 1.490
103 C -7.254 -4.500 1.211  C102 1.490, O104 1.213, C105 1.491
104 O -7.072 -3.384 0.770  C103 1.213
105 C -7.372 -4.736 2.678  C103 1.491, C106 1.389, C110 1.396
106 C -7.308 -3.651 3.543  C105 1.389, C107 1.384, H115 1.081
107 C -7.441 -3.845 4.907  C106 1.384, C108 1.391, H116 1.082
108 C -7.639 -5.125 5.413  C107 1.391, C109 1.384, H117 1.082
109 C -7.694 -6.211 4.557  C108 1.384, C110 1.389, H118 1.081
110 C -7.559 -6.022 3.188  C96 1.491, C105 1.396, C109 1.389
111 H -7.697 -9.046 0.358  C98 1.081
112 H -7.600 -8.691 -2.092  C99 1.082
113 H -7.376 -6.402 -2.999  C100 1.082
114 H -7.215 -4.473 -1.455  C101 1.081
115 H -7.159 -2.660 3.137  C106 1.081
116 H -7.394 -2.999 5.579  C107 1.082
117 H -7.750 -5.274 6.479  C108 1.082
118 H -7.845 -7.211 4.939  C109 1.081
119 O 6.925 1.668 -2.878  C120 1.213
120 C 7.866 1.142 -3.433  O119 1.213, C121 1.491, C134 1.492
121 C 8.894 0.387 -2.660  C120 1.491, C122 1.389, C126 1.396
122 C 8.752 0.277 -1.283  C121 1.389, C123 1.385, H135 1.082
123 C 9.670 -0.454 -0.548  C122 1.385, C124 1.391, H136 1.082
124 C 10.739 -1.073 -1.187  C123 1.391, C125 1.384, H137 1.082
125 C 10.896 -0.951 -2.557  C124 1.384, C126 1.389, H138 1.081
126 C 9.977 -0.219 -3.299  C121 1.396, C125 1.389, C127 1.491
127 C 10.171 -0.090 -4.771  C126 1.491, O128 1.212, C129 1.492
128 O 11.138 -0.573 -5.321  C127 1.212
129 C 9.133 0.648 -5.548  C127 1.492, C130 1.389, C134 1.396
130 C 9.271 0.753 -6.926  C129 1.389, C131 1.384, H139 1.081
131 C 8.305 1.411 -7.668  C130 1.384, C132 1.391, H140 1.082
132 C 7.197 1.967 -7.038  C131 1.391, C133 1.384, H141 1.082
133 C 7.060 1.874 -5.664  C132 1.384, C134 1.389, H142 1.081
134 C 8.028 1.218 -4.913  C120 1.492, C129 1.396, C133 1.389
135 H 7.916 0.758 -0.793  C122 1.082
136 H 9.550 -0.549 0.523  C123 1.082
137 H 11.450 -1.652 -0.613  C124 1.082
138 H 11.726 -1.423 -3.064  C125 1.081
139 H 10.135 0.314 -7.405  C130 1.081
140 H 8.413 1.490 -8.742  C131 1.082
141 H 6.441 2.474 -7.621  C132 1.082
142 H 6.205 2.305 -5.161  C133 1.081

Here are the Löwdin charges for atoms 1 to 99, given in e: atom 1 (H): 0.0676, atom 2 (N): 0.1564, atom 3 (C): -0.4044, atom 4 (C): -0.0425, atom 5 (C): -0.0827, atom 6 (C): -0.1798, atom 7 (C): -0.2712, atom 8 (C): -0.0527, atom 9 (C): -0.2020, atom 10 (C): -0.0792, atom 11 (C): -0.2535, atom 12 (C): -0.1081, atom 13 (C): 0.1466, atom 14 (C): -0.0949, atom 15 (C): -0.2756, atom 16 (C): -0.6079, atom 17 (Cl): 0.5701, atom 18 (C): -0.2128, atom 19 (C): -0.1179, atom 20 (O): -0.0605, atom 21 (C): -0.2475, atom 22 (O): -0.0896, atom 23 (C): -0.1624, atom 24 (C): -0.2274, atom 25 (O): -0.0584, atom 26 (O): -0.1844, atom 27 (S): 0.6129, atom 28 (O): -0.2413, atom 29 (O): -0.2196, atom 30 (C): -0.3375, atom 31 (N): 0.0400, atom 32 (C): -0.7872, atom 33 (S): 0.8215, atom 34 (P): 0.4752, atom 35 (O): -0.2316, atom 36 (O): -0.0942, atom 37 (O): -0.1083, atom 38 (H): 0.0868, atom 39 (H): 0.0673, atom 40 (H): 0.0890, atom 41 (H): 0.1030, atom 42 (H): 0.0888, atom 43 (H): 0.1154, atom 44 (H): 0.0636, atom 45 (H): 0.0955, atom 46 (H): 0.0657, atom 47 (H): 0.1088, atom 48 (H): 0.0644, atom 49 (H): 0.0752, atom 50 (H): 0.0592, atom 51 (H): 0.0505, atom 52 (H): 0.0596, atom 53 (H): 0.1228, atom 54 (H): 0.1090, atom 55 (H): 0.0785, atom 56 (H): 0.1074, atom 57 (H): 0.0791, atom 58 (H): 0.0543, atom 59 (H): 0.1268, atom 60 (H): 0.1132, atom 61 (H): 0.1343, atom 62 (H): 0.1235, atom 63 (H): 0.1450, atom 64 (H): 0.1327, atom 65 (H): 0.1219, atom 66 (H): 0.1156, atom 67 (H): 0.1101, atom 68 (H): 0.0811, atom 69 (H): 0.1021, atom 70 (H): 0.0966, atom 71 (O): 0.1037, atom 72 (C): -0.2772, atom 73 (C): -0.0819, atom 74 (C): -0.0039, atom 75 (C): -0.0587, atom 76 (C): -0.0590, atom 77 (C): -0.0042, atom 78 (C): -0.0822, atom 79 (C): -0.2768, atom 80 (O): 0.0952, atom 81 (C): -0.0840, atom 82 (C): -0.0051, atom 83 (C): -0.0338, atom 84 (C): -0.0368, atom 85 (C): 0.0074, atom 86 (C): -0.0818, atom 87 (H): 0.1194, atom 88 (H): 0.1065, atom 89 (H): 0.1065, atom 90 (H): 0.1190, atom 91 (H): 0.1137, atom 92 (H): 0.1121, atom 93 (H): 0.0836, atom 94 (H): 0.1092, atom 95 (O): 0.1104, atom 96 (C): -0.2766, atom 97 (C): -0.0810, atom 98 (C): -0.0004, atom 99 (C): -0.0545

Question: Which formula does entry 2 have?
Answer: C63H58ClN2O15PS2

Question: The lowest total charge belongs to which entry?
Answer: HN2O3S